{"formula": "C8H24O4S4", "method": "ωB97M-V/def2-TZVPD", "de_lowest_kj_mol": 143.07, "total_energy_ha": -2212.72774, "e_homo_ha": -0.30997, "lumo_energy_ev": 0.45, "fmax_ev_per_a": 2.766, "orbital_gap_ha": 0.32645, "species": ["H", "C", "O", "H", "H", "H", "H", "C", "H", "O", "H", "H", "H", "H", "H", "C", "H", "O", "H", "S", "C", "H", "S", "C", "S", "H", "H", "H", "O", "C", "C", "H", "S", "H", "H", "C", "H", "H", "H", "H"], "coordinates": [[-4.51535, -1.73212, 3.78255], [-1.73986, -0.74964, -2.38014], [-4.19628, 0.10511, -1.71261], [-1.57990, 0.78905, -0.10860], [1.54717, 3.51807, -0.77837], [1.30811, 2.79509, 2.06902], [1.33434, 0.72984, -4.07258], [3.96886, -0.74452, -1.89278], [-3.51237, -0.30538, 4.21093], [3.82814, 1.67354, -0.29505], [3.39487, -0.68210, -0.96826], [3.04212, 4.40100, -1.00478], [-0.74925, -1.06896, -2.05635], [-1.68382, -0.69986, 0.83565], [-1.76420, 0.15027, -2.99469], [-2.64581, -3.71587, 2.89988], [1.52843, 0.90715, -2.37699], [-0.88745, -1.72130, 3.38171], [4.46331, 0.22687, -1.89839], [-2.11239, -2.34885, 4.04115], [1.73510, 2.03360, 1.41641], [-3.62201, -4.15634, 3.10267], [3.28461, 2.66768, 0.72003], [-2.26827, 0.05328, 0.30718], [2.86289, -1.01239, -3.35064], [2.76981, 1.55747, -3.29172], [4.73072, -1.51720, -1.78962], [-1.82158, -4.42048, 2.78910], [1.87259, -2.01824, -2.85356], [2.09099, 0.70466, -3.28838], [-3.57480, -1.21019, 3.60634], [2.15601, 4.85730, 0.40393], [-3.05010, -0.70054, -1.15957], [-2.04279, -1.43638, -3.17053], [1.91900, 1.16542, 2.04930], [2.36326, 4.00847, -0.24770], [0.98665, 1.80252, 0.65845], [-3.73560, -0.99763, 2.54943], [-2.70732, -3.39982, 1.85852], [-2.97784, 0.49142, 1.00907]], "forces_ev_per_a": [[0.070, -0.214, 0.851], [-0.039, 0.401, -1.073], [1.200, 0.219, 0.394], [-0.002, 0.404, 0.477], [-0.252, 0.298, 0.369], [0.165, 0.238, -0.029], [0.356, 0.107, -0.323], [0.133, 0.465, -0.026], [0.087, -0.141, -0.100], [-0.892, 1.176, 1.132], [-0.421, -0.359, -0.281], [0.259, -0.239, 0.045], [-0.063, 0.250, 0.307], [-0.056, -0.212, -0.143], [0.430, 0.691, 0.631], [0.432, 0.335, -0.739], [0.033, -0.760, 0.414], [-1.430, -0.807, 0.865], [0.057, -0.054, -0.558], [-0.259, 1.136, -2.508], [-0.105, -0.185, 0.369], [0.281, -0.121, 0.617], [-0.499, 0.096, -1.476], [0.779, 0.552, -1.013], [0.277, 0.938, 1.720], [0.461, -0.414, -0.665], [-0.260, -0.195, -0.353], [-0.128, -0.311, 0.878], [-0.083, 0.528, -0.454], [-0.589, -0.426, 0.443], [-0.062, -0.919, 0.178], [-0.555, -0.346, 0.122], [-1.571, -1.689, 0.423], [-0.325, -0.637, 0.488], [0.184, -0.075, -0.223], [1.353, -0.663, -0.013], [0.263, -0.114, -0.181], [1.067, 0.125, -0.141], [-0.122, 0.931, 0.054], [-0.179, -0.006, -0.479]]}